DFT (the ωB97M-V functional and the def2-TZVPD basis) results for a structure of composition C25H42F3NO14V at a distorted geometry.

Atoms and positions in Å:
O  0.3350  -0.1867  1.0471
V  0.2617  -0.8831  -0.3623
O  0.7479  0.2134  -1.3896
C  0.8984  -3.5752  -0.6887
O  0.4864  -2.9939  0.5491
O  0.6623  -2.6379  -1.6090
C  2.2798  -4.2388  -0.5367
F  3.1640  -3.5404  0.1729
F  2.1462  -5.4511  0.0547
F  2.8300  -4.4663  -1.7475
C  0.4925  -3.7548  1.7485
C  0.1428  -2.8208  2.8854
H  -0.8625  -2.4082  2.7669
H  0.2574  -3.3026  3.8571
H  0.7385  -1.9052  2.8819
H  1.4516  -4.2076  1.9957
H  -0.3041  -4.5004  1.6689
H  0.2002  -4.4018  -0.9334
C  -2.6764  -0.0939  1.9079
C  -3.6022  -0.4496  0.7312
C  -4.8819  0.3976  0.8356
C  -4.9046  1.7055  0.0702
C  -4.2826  1.5258  -1.3046
C  -2.8741  0.8723  -1.3113
N  -2.9695  -0.3794  -0.5725
O  -1.8092  -1.1373  -0.6642
C  -1.9433  1.9322  -0.6827
C  -2.5366  0.6179  -2.7634
C  -4.0183  -1.9129  0.9507
H  -2.3794  0.9461  2.0129
H  -1.7924  -0.7284  1.8814
H  -3.1780  -0.3999  2.8347
H  -5.0259  0.6047  1.9011
H  -5.7878  -0.1567  0.5629
H  -4.4064  2.5162  0.6200
H  -5.8583  2.2039  -0.1416
H  -4.1020  2.4435  -1.8710
H  -4.9528  0.9021  -1.9075
H  -2.1045  2.9393  -1.0780
H  -0.8930  1.6636  -0.6735
H  -2.2359  2.0422  0.3639
H  -2.4896  1.5659  -3.3176
H  -3.3522  0.0867  -3.2670
H  -1.6058  0.0924  -2.9663
H  -4.5066  -2.0226  1.9206
H  -3.1355  -2.5506  0.8980
H  -4.6764  -2.2023  0.1306
C  5.9620  -3.0573  -3.9135
C  5.7686  -1.6900  -3.3226
C  4.8486  -0.7551  -4.1497
O  3.9143  -0.2789  -3.1884
C  4.0745  -0.8953  -2.0006
O  3.3863  -0.7575  -1.0599
O  5.1009  -1.7944  -2.0652
H  5.0139  -3.5958  -3.9543
H  6.5610  -3.6651  -3.2310
H  6.4449  -3.0099  -4.8882
H  6.6961  -1.1326  -3.1666
H  4.3214  -1.2463  -4.9687
H  5.4393  0.0604  -4.5679
C  -1.5288  -0.0663  5.2199
C  -0.5070  0.8166  4.5271
C  -0.9687  2.2462  4.0655
O  -0.1423  3.1572  4.7602
C  0.8974  2.5030  5.2893
O  1.8681  2.9669  5.7844
O  0.6487  1.1743  5.3178
H  -2.5223  0.2046  4.8798
H  -1.4022  0.1547  6.2838
H  -1.2886  -1.1115  5.0473
H  -0.1002  0.3805  3.6149
H  -2.0028  2.4357  4.3607
H  -0.9382  2.2475  2.9774
C  1.0967  4.8080  -2.8629
C  1.2895  3.4804  -2.1397
C  2.6875  2.8764  -2.2822
O  3.0292  2.4793  -0.9520
C  2.1019  2.9468  -0.0942
O  1.9866  2.6732  1.0530
O  1.2898  3.8286  -0.7445
H  0.3649  5.4344  -2.3656
H  0.8742  4.6426  -3.9191
H  2.0723  5.3003  -2.8532
H  0.5401  2.7251  -2.3823
H  3.3950  3.5936  -2.7121
H  2.7801  1.9568  -2.8581

As for the HOMO energy: -4.1 eV. For the LUMO energy, the calculation gives 0.0859 hartree. The net charge is -1. The HOMO-LUMO gap comes out at 0.237 hartree. The strongest force on any atom is 3.79 eV Å⁻¹.

=====

DFT (the ωB97M-V functional and the def2-TZVPD basis) results for a cluster of 2 separate species, C5H8N2O3 in total at a distorted geometry.

Atoms and positions in Å:
C  -1.4272  -2.2713  0.0822
C  -1.4349  -0.7791  0.0653
C  -2.5159  0.0461  0.0111
O  -2.1267  1.3273  -0.0406
N  -0.7787  1.3941  0.0521
C  -0.3490  0.1552  0.0790
C  1.1309  -0.0808  0.1280
O  1.6934  -0.4112  1.1573
H  -1.0122  -2.6541  1.0236
H  -2.4488  -2.6535  -0.0316
H  -0.8116  -2.6658  -0.7371
H  -3.5862  -0.1354  -0.0257
O  1.5906  -0.4116  -1.0886
H  2.1253  -1.2154  -1.0263
N  2.3621  2.3686  0.0788
H  2.0513  2.9090  0.8828
H  3.3578  2.1794  0.1600
H  2.1798  2.8986  -0.7703

The energy above the lowest of the compared OMol25 structures with the same formula, charge and spin is 44.1 kcal per mole. As for the HOMO energy: -9.8 eV. For the LUMO energy, the calculation gives 0.0240 hartree. The net charge is 0. Its SMILES is Cc1conc1C(=O)O.N. The HOMO-LUMO gap comes out at 0.383 hartree. The strongest force on any atom is 3.39 eV Å⁻¹.

=====

DFT (the ωB97M-V functional and the def2-TZVPD basis) results for a structure of composition C22H37GeN3O5RuSSeSi.

Atoms and positions in Å:
Ru  0.3915  0.0955  0.3876
O  2.6575  -2.0998  -2.8641
C  1.7650  -1.1989  -2.4630
O  1.9923  -0.4370  -1.5440
C  0.5301  -1.2744  -3.3307
O  -0.3989  -0.2681  -3.0715
C  -1.6733  -0.6970  -2.6290
C  -1.6929  -1.0512  -1.1429
O  -2.6984  -0.9645  -0.4779
O  -0.5096  -1.4104  -0.6800
H  3.4430  -2.0308  -2.3003
H  0.1198  -2.2796  -3.1959
H  0.8759  -1.1985  -4.3664
H  -2.0388  -1.5494  -3.2113
H  -2.3582  0.1327  -2.7877
C  -2.8308  4.4520  -1.6110
Si  -1.4428  5.2799  -0.6767
C  -2.0364  6.8889  0.0613
C  0.0370  5.5946  -1.7717
C  -0.9371  4.1583  0.7774
C  -1.0606  4.5827  2.0959
C  -0.7338  3.7553  3.1697
C  -0.2821  2.4843  2.8936
N  -0.1278  2.0554  1.6378
C  -0.4425  2.8576  0.6100
S  -0.1595  2.0559  -0.9275
H  -3.1735  5.0958  -2.4240
H  -3.6832  4.2616  -0.9555
H  -2.5164  3.5011  -2.0426
H  -2.3404  7.5636  -0.7418
H  -1.2547  7.3964  0.6307
H  -2.9015  6.7487  0.7128
H  -0.2411  6.2782  -2.5772
H  0.4102  4.6768  -2.2281
H  0.8545  6.0517  -1.2111
H  -1.4296  5.5801  2.3037
H  -0.8411  4.0870  4.1925
H  -0.0441  1.7768  3.6797
C  2.7395  4.1240  0.2789
Ge  4.0046  3.0869  1.3428
C  3.6262  3.3406  3.2437
C  5.8403  3.6343  0.9801
C  4.0193  1.1864  0.7235
Se  2.8645  -0.2403  1.3690
C  2.6794  0.1419  3.2603
H  1.9798  4.5727  0.9202
H  2.2317  3.5085  -0.4645
H  3.2675  4.9259  -0.2375
H  3.9174  4.3623  3.4938
H  4.1938  2.6668  3.8841
H  2.5631  3.2397  3.4616
H  5.9635  4.6942  1.2037
H  6.0901  3.4763  -0.0695
H  6.5462  3.0712  1.5910
H  5.0312  0.8020  0.8550
H  3.8178  1.1973  -0.3496
H  2.1737  1.0868  3.4156
H  3.6674  0.1576  3.7127
H  2.0991  -0.6750  3.6834
N  -3.1218  -3.3296  4.4372
C  -2.3212  -2.5371  3.6929
C  -2.7275  -1.2571  3.2871
C  -1.8772  -0.4876  2.5371
N  -0.6474  -0.8828  2.1735
C  -0.2636  -2.1134  2.5483
C  -1.0368  -2.9552  3.3012
H  -4.0774  -3.0710  4.6050
H  -2.8675  -4.2836  4.6191
H  -3.7109  -0.8829  3.5365
H  -2.1903  0.4887  2.1914
H  0.7160  -2.4350  2.2101
H  -0.6657  -3.9344  3.5715

The energy above the lowest of the compared OMol25 structures with the same formula, charge and spin is 0.0 kcal per mole. As for the HOMO energy (spin up / spin down): -10.8 / -11.0 eV. The multiplicity is 6. For the LUMO energy (spin up / spin down), the calculation gives -0.0723 / -0.1534 hartree. The net charge is +1. The HOMO-LUMO gap (spin up / spin down) comes out at 0.324 / 0.250 hartree. The strongest force on any atom is 0.17 eV Å⁻¹.

=====

| no. | energy (hartree) |
| --- | --- |
| 1 | -3329.62261 |
| 2 | -530.50711 |
| 3 | -6661.72070 |